Entry from OMol25: C28H43AsF3N2O3PS2Ta as an isolated structure (wB97M-V/def2-TZVPD).

Spin multiplicity: 2
Energy (eV): -140351.382
F_max (eV/Å): 0.161
Total charge: +2

Structure (XYZ):
```
84
Properties=species:S:1:pos:R:3:lowdin_spin:R:1
Ta 0.067 -0.423 0.020 0.29
C -0.782 -0.919 4.044 0.00
C -0.845 0.556 3.771 0.00
C -0.618 1.467 4.794 0.00
C -0.795 2.827 4.593 0.00
C -1.221 3.294 3.363 0.00
C -1.451 2.420 2.303 0.00
C -2.015 2.972 1.018 0.00
C -1.221 1.060 2.523 0.00
N -1.457 0.147 1.415 0.09
C -2.724 -0.162 1.166 0.18
C -3.851 0.163 2.084 0.03
C -2.934 -0.781 -0.103 0.21
C -4.306 -1.096 -0.589 0.03
N -1.813 -0.975 -0.804 0.07
C -1.960 -1.566 -2.123 0.00
C -2.298 -2.912 -2.268 0.00
C -2.653 -3.828 -1.128 0.00
C -2.388 -3.418 -3.567 0.00
C -2.195 -2.611 -4.672 0.00
C -1.931 -1.258 -4.498 0.00
C -1.814 -0.713 -3.227 0.00
C -1.612 0.770 -3.057 0.01
H -0.203 -1.119 4.944 0.00
H -0.344 -1.483 3.226 0.00
H -1.787 -1.320 4.209 0.00
H -0.322 1.098 5.768 0.00
H -0.626 3.520 5.407 0.00
H -1.403 4.353 3.217 0.00
H -1.500 3.889 0.732 0.00
H -3.068 3.229 1.152 0.00
H -1.943 2.279 0.181 0.00
H -3.502 0.294 3.104 0.00
H -4.604 -0.624 2.056 0.00
H -4.338 1.094 1.778 0.01
H -4.995 -0.300 -0.306 0.01
H -4.672 -2.017 -0.127 0.01
H -4.336 -1.223 -1.667 0.00
H -2.473 -3.394 -0.148 0.00
H -2.083 -4.754 -1.185 0.00
H -3.709 -4.097 -1.199 0.00
H -2.646 -4.462 -3.700 0.00
H -2.292 -3.022 -5.668 0.00
H -1.856 -0.608 -5.362 0.00
H -1.724 1.280 -4.012 0.00
H -0.618 1.016 -2.673 0.00
H -2.342 1.199 -2.368 0.00
C 3.321 4.632 2.021 0.00
C 1.971 4.014 2.280 0.00
O 2.049 2.549 2.390 0.00
P 2.206 1.576 1.187 0.00
S 1.806 -0.281 1.834 0.00
S 0.942 1.942 -0.337 0.02
O 3.655 1.688 0.597 0.00
C 4.830 1.452 1.459 0.00
C 5.580 0.250 0.951 0.00
H 3.219 5.717 2.049 0.00
H 3.713 4.359 1.042 0.00
H 4.034 4.343 2.793 0.00
H 1.245 4.246 1.499 0.00
H 1.558 4.313 3.239 0.00
H 4.496 1.321 2.489 0.00
H 5.416 2.365 1.397 0.00
H 4.964 -0.648 1.011 0.00
H 6.468 0.095 1.563 0.00
H 5.904 0.405 -0.078 0.00
F -0.029 -3.433 -0.301 0.01
C 0.621 -2.575 0.533 0.00
F 0.419 -3.035 1.777 0.00
F 1.946 -2.798 0.254 0.00
C 1.685 -0.294 -4.333 0.00
As 1.889 -1.505 -2.880 0.00
C 3.624 -1.354 -2.111 0.00
C 1.355 -3.280 -3.288 0.00
O 0.797 -0.940 -1.668 0.00
H 2.390 -0.555 -5.122 0.00
H 1.890 0.713 -3.972 0.00
H 0.665 -0.370 -4.704 0.00
H 4.374 -1.553 -2.877 0.00
H 3.715 -2.066 -1.294 0.00
H 3.730 -0.334 -1.740 0.00
H 1.969 -3.663 -4.102 0.00
H 0.305 -3.249 -3.580 0.00
H 1.482 -3.889 -2.394 0.00
```

Entry from OMol25: C28H43AsN6O5RuS5Si as an isolated structure (wB97M-V/def2-TZVPD).

Spin multiplicity: 6
Energy (eV): -174397.290
F_max (eV/Å): 0.326
Total charge: -1

Structure (XYZ):
```
90
Properties=species:S:1:pos:R:3:lowdin_spin:R:1
Ru -0.227 0.749 -0.397 2.35
N -0.574 4.315 1.859 0.07
C -0.838 5.347 0.944 0.01
C -1.658 6.418 1.283 0.01
C -1.885 7.433 0.366 0.00
C -1.326 7.374 -0.903 0.01
C -0.525 6.296 -1.252 0.00
C -0.259 5.299 -0.325 0.02
S 0.825 3.950 -0.632 0.04
N -0.076 2.739 0.160 0.19
C -0.470 2.997 1.431 0.22
C -0.830 1.921 2.267 0.11
C -1.238 2.018 3.621 0.08
C -1.588 0.880 4.299 0.03
C -1.555 -0.364 3.651 0.14
C -1.152 -0.402 2.328 0.01
N -0.786 0.687 1.660 0.15
H -1.018 4.431 2.755 0.00
H -2.121 6.451 2.263 0.00
H -2.523 8.264 0.640 0.00
H -1.524 8.156 -1.624 0.00
H -0.099 6.217 -2.245 0.00
H -1.243 2.973 4.130 0.01
H -1.889 0.946 5.337 0.00
H -1.843 -1.277 4.151 0.01
H -1.122 -1.329 1.768 0.00
S -2.076 3.112 -5.145 0.20
As -1.967 1.010 -5.358 0.36
S -0.928 -0.085 -3.617 0.15
S 0.284 1.210 -2.578 0.16
S -3.698 -0.157 -5.603 0.25
C 0.673 -3.777 -2.239 0.00
C 2.099 -3.295 -1.985 0.00
C 2.418 -2.092 -2.862 0.00
C 3.089 -4.423 -2.247 0.00
O 2.304 -2.923 -0.608 0.00
Si 1.297 -2.078 0.383 0.02
O 0.322 -1.116 -0.440 0.17
O 2.241 -1.289 1.465 0.00
C 3.397 -0.475 1.285 0.00
C 4.619 -1.385 1.192 0.00
C 3.274 0.387 0.033 0.02
C 3.475 0.411 2.520 0.00
O 0.369 -3.081 1.285 0.00
C 0.696 -4.178 2.129 0.00
C 0.608 -5.461 1.310 0.00
C -0.349 -4.178 3.238 0.00
C 2.094 -4.026 2.721 0.00
H 0.577 -4.112 -3.274 0.00
H -0.045 -2.975 -2.073 0.00
H 0.427 -4.613 -1.582 0.00
H 2.312 -2.347 -3.918 0.00
H 3.445 -1.762 -2.685 0.00
H 1.738 -1.268 -2.641 0.00
H 3.042 -4.742 -3.290 0.00
H 2.863 -5.280 -1.610 0.00
H 4.104 -4.088 -2.027 0.00
H 4.529 -2.039 0.324 0.00
H 4.687 -2.006 2.087 0.00
H 5.535 -0.797 1.103 0.00
H 3.130 -0.225 -0.859 0.00
H 4.175 0.989 -0.101 0.00
H 2.426 1.074 0.122 0.01
H 3.549 -0.205 3.418 0.00
H 2.572 1.020 2.594 0.00
H 4.343 1.071 2.471 0.00
H -0.375 -5.535 0.841 0.00
H 0.764 -6.336 1.946 0.00
H 1.368 -5.459 0.528 0.00
H -1.348 -4.243 2.804 0.00
H -0.279 -3.251 3.810 0.00
H -0.199 -5.021 3.916 0.00
H 2.846 -3.998 1.929 0.00
H 2.310 -4.874 3.375 0.00
H 2.168 -3.103 3.297 0.00
C -4.922 2.048 -3.335 0.01
N -4.169 1.316 -2.339 0.01
C -4.433 -0.032 -1.891 0.01
C -3.302 -0.253 -0.884 0.01
O -3.159 -1.240 -0.202 0.00
N -2.481 0.855 -0.920 0.10
C -3.038 1.734 -1.768 0.01
N -2.530 2.953 -1.991 0.01
H -5.561 1.349 -3.868 0.01
H -4.257 2.486 -4.082 0.00
H -5.533 2.827 -2.871 0.00
H -4.350 -0.742 -2.719 0.01
H -5.405 -0.131 -1.404 0.00
H -1.557 3.027 -1.717 0.00
H -2.664 3.324 -2.931 0.01
```

Entry from OMol25: C28H43BrGeI2N3O5Si3Ti as an isolated structure (wB97M-V/def2-TZVPD).

Spin multiplicity: 4
Energy (eV): -233955.749
F_max (eV/Å): 2.276
Total charge: -2

Structure (XYZ):
```
87
Properties=species:S:1:pos:R:3:lowdin_spin:R:1
Ti -0.125 0.468 0.381 1.05
O 1.393 0.091 1.513 0.13
N 1.516 0.794 2.655 0.50
N 0.614 1.796 2.608 0.14
O -0.044 2.017 1.431 0.02
C 0.355 2.610 3.672 0.02
C -0.657 3.578 3.574 0.03
C -0.911 4.405 4.651 0.00
C -0.188 4.298 5.836 0.05
C 0.805 3.328 5.924 0.00
C 1.087 2.485 4.865 0.04
H -1.227 3.640 2.658 0.00
H -1.701 5.142 4.567 0.00
H -0.400 4.949 6.674 0.00
H 1.373 3.221 6.841 0.00
H 1.852 1.727 4.936 0.01
C 2.780 -0.113 -4.980 0.00
Si 1.278 0.109 -3.842 0.00
C 0.038 -1.182 -4.447 0.00
C 0.542 1.795 -4.260 0.00
Ge 1.724 -0.088 -1.510 0.01
Si 3.124 1.843 -1.178 0.00
C 4.338 2.277 -2.575 0.00
C 2.136 3.440 -0.965 0.00
C 4.198 1.639 0.356 0.00
Si 3.355 -1.796 -1.438 0.00
C 5.068 -1.326 -2.098 0.00
C 2.836 -3.259 -2.511 0.00
C 3.607 -2.403 0.335 0.00
H 2.511 0.121 -6.015 0.00
H 3.142 -1.142 -4.955 0.00
H 3.605 0.533 -4.688 0.00
H -0.035 -1.167 -5.539 0.00
H -0.959 -0.995 -4.044 0.00
H 0.331 -2.187 -4.136 0.00
H 0.280 1.858 -5.320 0.00
H 1.250 2.595 -4.036 0.00
H -0.362 1.983 -3.675 0.00
H 3.820 2.521 -3.503 0.00
H 5.032 1.463 -2.783 0.00
H 4.922 3.153 -2.278 0.00
H 1.858 3.841 -1.943 0.00
H 2.746 4.190 -0.452 0.00
H 1.224 3.314 -0.382 0.00
H 4.868 0.783 0.250 0.00
H 3.594 1.471 1.248 0.00
H 4.809 2.535 0.505 0.00
H 5.012 -0.895 -3.097 0.00
H 5.704 -2.216 -2.145 0.00
H 5.554 -0.599 -1.448 0.00
H 2.789 -2.969 -3.563 0.00
H 1.854 -3.636 -2.232 0.00
H 3.553 -4.080 -2.417 0.00
H 4.519 -1.977 0.761 0.00
H 3.689 -3.492 0.375 0.00
H 2.779 -2.090 0.972 0.00
O -2.932 2.522 0.553 0.00
H -3.468 1.786 0.863 0.00
H -2.872 2.392 -0.416 0.00
Br -5.459 -4.327 -4.584 0.00
C -4.455 -2.938 -3.751 0.00
C -4.791 -1.620 -4.016 0.00
C -4.061 -0.652 -3.348 0.00
C -3.015 -0.949 -2.478 0.00
C -2.653 -2.302 -2.265 0.00
C -3.432 -3.293 -2.901 0.00
C -2.363 0.283 -1.829 0.01
O -2.721 1.406 -2.224 0.01
O -1.429 0.084 -0.953 0.02
H -5.591 -1.363 -4.693 0.00
H -4.286 0.396 -3.496 0.00
H -1.326 -1.953 -0.783 0.01
H -3.247 -4.334 -2.686 0.00
I -1.787 -0.963 2.162 0.28
I -3.032 -2.562 4.628 0.64
N -1.622 -2.665 -1.435 0.00
C -0.920 -3.869 -1.364 0.00
C -0.245 -4.137 -0.168 0.00
C 0.490 -5.298 -0.026 0.00
C 0.578 -6.215 -1.067 0.00
C -0.062 -5.933 -2.263 0.00
C -0.803 -4.769 -2.422 0.00
H -0.308 -3.424 0.645 0.00
H 1.000 -5.481 0.911 0.00
H 1.152 -7.125 -0.951 0.00
H 0.026 -6.614 -3.101 0.00
H -1.240 -4.548 -3.385 0.00
```

Entry from OMol25: C28H43BrGeI2N3O5Si3Ti as an isolated structure (wB97M-V/def2-TZVPD).

Spin multiplicity: 4
Energy (eV): -233953.510
F_max (eV/Å): 7.980
Total charge: -2

Structure (XYZ):
```
87
Properties=species:S:1:pos:R:3:lowdin_spin:R:1
Ti -0.021 0.418 0.292 0.95
O 1.444 0.041 1.315 0.11
N 1.482 0.772 2.454 0.49
N 0.576 1.721 2.393 0.16
O -0.042 1.932 1.226 0.03
C 0.272 2.524 3.450 0.03
C -0.810 3.416 3.349 0.04
C -1.129 4.221 4.418 0.00
C -0.389 4.167 5.594 0.06
C 0.667 3.269 5.698 0.00
C 1.003 2.446 4.647 0.05
H -1.394 3.432 2.439 0.00
H -1.972 4.894 4.342 0.00
H -0.644 4.810 6.425 0.00
H 1.230 3.216 6.621 0.00
H 1.813 1.738 4.714 0.01
C 2.793 -0.122 -4.983 0.00
Si 1.252 0.023 -3.838 0.00
C 0.011 -1.269 -4.522 0.00
C 0.508 1.750 -4.198 0.00
Ge 1.748 -0.211 -1.487 0.02
Si 2.993 1.822 -1.051 0.00
C 4.233 2.467 -2.380 0.00
C 1.807 3.324 -0.848 0.00
C 4.121 1.720 0.509 0.00
Si 3.435 -1.948 -1.476 0.01
C 5.165 -1.502 -2.203 0.00
C 2.850 -3.456 -2.515 0.00
C 3.794 -2.566 0.307 0.00
H 2.562 0.156 -6.007 0.00
H 3.161 -1.142 -4.992 0.00
H 3.599 0.517 -4.640 0.00
H -0.067 -1.225 -5.606 0.00
H -0.980 -1.088 -4.116 0.00
H 0.299 -2.281 -4.247 0.00
H 0.238 1.880 -5.244 0.00
H 1.206 2.541 -3.935 0.00
H -0.394 1.887 -3.606 0.00
H 3.736 2.685 -3.319 0.00
H 5.008 1.737 -2.580 0.00
H 4.719 3.380 -2.048 0.00
H 1.528 3.733 -1.816 0.00
H 2.244 4.134 -0.265 0.00
H 0.880 3.032 -0.351 0.00
H 4.873 0.944 0.382 0.00
H 3.553 1.466 1.399 0.00
H 4.642 2.655 0.707 0.00
H 5.083 -1.053 -3.188 0.00
H 5.794 -2.384 -2.292 0.00
H 5.678 -0.794 -1.561 0.00
H 2.741 -3.191 -3.562 0.00
H 1.886 -3.809 -2.164 0.00
H 3.545 -4.290 -2.460 0.00
H 4.731 -2.157 0.676 0.00
H 3.853 -3.649 0.380 0.00
H 3.006 -2.228 0.977 0.00
O -2.492 2.272 0.467 0.01
H -3.108 1.596 0.771 0.00
H -2.427 2.156 -0.515 0.00
Br -5.830 -3.933 -4.243 0.00
C -4.609 -2.639 -3.539 0.00
C -4.836 -1.286 -3.785 0.00
C -3.981 -0.372 -3.232 0.00
C -2.872 -0.757 -2.438 0.00
C -2.638 -2.165 -2.251 0.00
C -3.538 -3.076 -2.772 0.00
C -2.108 0.295 -1.833 0.01
O -2.319 1.521 -2.068 0.02
O -1.174 0.001 -0.938 0.02
H -5.693 -0.985 -4.371 0.00
H -4.140 0.688 -3.361 0.00
H -1.197 -1.800 -0.910 0.01
H -3.434 -4.128 -2.558 0.00
I -1.572 -0.939 2.080 0.25
I -2.902 -2.579 4.720 0.68
N -1.560 -2.559 -1.485 0.00
C -0.868 -3.733 -1.373 0.00
C 0.000 -3.854 -0.275 0.00
C 0.717 -5.007 -0.059 0.00
C 0.621 -6.071 -0.946 0.00
C -0.181 -5.938 -2.068 0.00
C -0.916 -4.790 -2.289 0.00
H 0.105 -3.022 0.414 0.00
H 1.355 -5.074 0.810 0.00
H 1.177 -6.981 -0.770 0.00
H -0.230 -6.738 -2.795 0.00
H -1.491 -4.701 -3.198 0.00
```

Entry from OMol25: C28H43BrMnN2P2S as an isolated structure (wB97M-V/def2-TZVPD).

Spin multiplicity: 6
Energy (eV): -163474.312
F_max (eV/Å): 3.381
Total charge: +2

Structure (XYZ):
```
78
Properties=species:S:1:pos:R:3:lowdin_spin:R:1
N -5.086 -1.673 4.329 0.01
C -4.119 -0.854 4.748 0.00
C -3.774 0.309 4.054 0.01
C -4.458 0.612 2.853 0.00
C -5.527 -0.233 2.458 0.01
C -5.797 -1.365 3.242 0.00
C -3.979 1.682 2.007 0.03
Mn 0.271 0.883 -0.524 4.57
P 2.868 0.626 -1.346 0.04
C -4.312 1.789 0.688 -0.01
C -3.221 2.133 -0.211 0.04
C -3.038 1.417 -1.416 0.02
C -1.824 1.437 -2.081 0.03
C -0.793 2.262 -1.546 -0.01
C -1.022 3.135 -0.443 0.02
C -2.210 3.009 0.238 0.02
Br 0.922 2.734 -2.706 0.06
H -3.308 2.404 2.498 0.00
H -5.273 1.460 0.276 0.00
H -2.969 0.944 4.425 0.00
H -6.118 -0.044 1.561 0.00
H -3.584 -1.122 5.661 0.00
H -6.617 -2.040 2.976 0.00
H -3.884 0.816 -1.762 0.00
H -2.374 3.550 1.166 0.00
H -1.672 0.929 -3.032 0.00
H -0.304 3.930 -0.229 0.00
P -0.402 -1.748 -0.448 0.03
C 3.467 2.251 -0.646 0.01
C 4.546 3.017 -1.383 0.00
H 3.795 2.022 0.380 0.00
H 2.580 2.897 -0.560 0.00
H 4.771 3.925 -0.805 0.00
H 5.482 2.457 -1.485 0.00
H 4.219 3.349 -2.374 0.00
C 2.963 0.308 -3.184 0.01
C 4.222 0.664 -3.939 0.00
H 2.113 0.859 -3.621 0.00
H 2.735 -0.770 -3.291 0.00
H 3.976 0.751 -5.004 0.00
H 4.658 1.614 -3.616 0.00
H 4.985 -0.115 -3.862 0.00
C 4.057 -0.586 -0.702 0.01
C 5.538 -0.274 -0.913 0.00
H 3.815 -1.554 -1.164 0.00
H 3.837 -0.671 0.372 0.00
H 6.135 -1.131 -0.566 0.00
H 5.780 -0.109 -1.974 0.00
H 5.863 0.607 -0.342 0.00
C 0.471 -3.139 0.421 0.01
C 1.937 -3.362 0.062 0.00
H -0.090 -4.061 0.189 0.00
H 0.379 -2.975 1.505 0.00
H 2.272 -4.324 0.481 0.00
H 2.108 -3.393 -1.025 0.00
H 2.588 -2.582 0.484 0.00
C -0.560 -2.541 -2.115 0.01
C -1.613 -1.932 -3.027 0.00
H -0.769 -3.611 -1.951 0.00
H 0.437 -2.475 -2.575 0.00
H -1.679 -2.510 -3.955 0.00
H -2.605 -1.922 -2.565 0.00
H -1.355 -0.906 -3.296 0.00
C -2.140 -1.864 0.198 0.01
C -2.278 -2.436 1.601 0.00
H -2.731 -2.461 -0.516 0.00
H -2.550 -0.840 0.157 0.00
H -3.341 -2.559 1.845 0.00
H -1.793 -3.417 1.690 0.00
H -1.847 -1.761 2.353 0.00
S 0.767 2.200 3.796 0.01
C 1.084 0.486 3.633 0.00
C 1.036 0.111 2.320 0.01
N 0.725 1.170 1.448 0.04
C 0.653 2.356 2.113 0.02
H 1.272 -0.168 4.471 0.00
H 1.196 -0.876 1.891 0.00
H 0.494 3.297 1.608 0.00
```